Entry 1:
{
  "formula": "C3H9NS2",
  "method": "ωB97M-V/def2-TZVPD",
  "multiplicity": 2,
  "max_force_ev_per_a": 2.97,
  "relative_energy_ev": 1.055,
  "charge": 1,
  "e_lumo_ev": [-4.884, -8.481],
  "orbital_gap_ev": [8.09, 4.49],
  "species": ["S", "S", "C", "C", "C", "N", "H", "H", "H", "H", "H", "H", "H", "H", "H"],
  "xyz": [[0.40612, 3.77024, -0.01039], [-0.30316, 1.90918, -0.52210], [0.98492, 0.84533, 0.30113], [0.64974, -0.60636, -0.01046], [-0.81467, -0.96744, 0.19688], [-1.10280, -2.30422, -0.39987], [0.49754, 4.01301, -1.33092], [1.98766, 1.09564, -0.06497], [0.96332, 1.16294, 1.33888], [0.77749, -0.94760, -1.04715], [1.42765, -1.10690, 0.58392], [-1.07317, -1.07868, 1.26591], [-1.61325, -0.33219, -0.20713], [-0.68490, -3.00591, 0.20438], [-2.10250, -2.44702, -0.29810]],
  "nbo_charge": [0.148, 0.543, -0.504, -0.467, -0.251, -0.813, 0.187, 0.272, 0.252, 0.255, 0.256, 0.193, 0.201, 0.360, 0.366]
}

---

Entry 2:
{
  "formula": "C30H24BrN5O3Sr",
  "method": "ωB97M-V/def2-TZVPD",
  "max_force_ev_per_a": 2.39,
  "e_lumo_ev": 0.250,
  "orbital_gap_ev": 6.54,
  "species": ["Sr", "C", "C", "N", "C", "C", "C", "C", "C", "C", "C", "N", "C", "C", "C", "C", "C", "C", "C", "C", "N", "C", "H", "H", "H", "H", "H", "H", "H", "H", "H", "H", "H", "H", "Br", "C", "C", "C", "C", "C", "C", "C", "O", "O", "H", "H", "H", "H", "N", "C", "N", "C", "C", "O", "C", "C", "H", "H", "H", "H", "H", "H", "H", "H"],
  "xyz": [[0.67250, -0.07800, -0.62350], [-0.12730, -4.49450, -0.43860], [-0.21520, -3.14990, -0.80960], [-0.08900, -2.15540, 0.03980], [0.10440, -2.39450, 1.34780], [0.18550, -3.73980, 1.82100], [0.08110, -4.78370, 0.88040], [0.37140, -4.00170, 3.18480], [0.46820, -2.94110, 4.04650], [0.39730, -1.62460, 3.60660], [0.22630, -1.26810, 2.26030], [0.16460, -0.04550, 1.68620], [0.24720, 1.18830, 2.23380], [0.38870, 1.55940, 3.57870], [0.45650, 2.87970, 4.00700], [0.36710, 3.93060, 3.13360], [0.20910, 3.65370, 1.76910], [0.07900, 4.68960, 0.82330], [-0.07430, 4.38780, -0.50100], [-0.06820, 3.04020, -0.87110], [0.05390, 2.05490, -0.01130], [0.17030, 2.30350, 1.30360], [-0.21640, -5.27140, -1.18090], [-0.40240, -2.87920, -1.84200], [0.16550, -5.80580, 1.22050], [0.43160, -5.02230, 3.53040], [0.60890, -3.12640, 5.10210], [0.49170, -0.87720, 4.37030], [0.45220, 0.81850, 4.35120], [0.57660, 3.07520, 5.06340], [0.41130, 4.95500, 3.47110], [0.09300, 5.71510, 1.16250], [-0.19350, 5.15810, -1.24550], [-0.18260, 2.75670, -1.91130], [3.35520, -1.89890, -4.42370], [1.90720, -1.09450, -5.34700], [1.92510, -1.16450, -6.73300], [0.90570, -0.57700, -7.46060], [-0.14230, 0.04830, -6.80350], [-0.16010, 0.08940, -5.42330], [0.87250, -0.46300, -4.66920], [0.81990, -0.31790, -3.16720], [1.84500, -0.56170, -2.50020], [-0.24980, 0.06680, -2.66220], [2.73710, -1.66920, -7.23630], [0.93400, -0.61040, -8.53910], [-0.93920, 0.50470, -7.37180], [-0.97320, 0.55680, -4.89000], [2.89010, 0.29110, 0.34070], [3.95080, 0.11930, -0.07490], [5.18270, -0.00170, -0.45470], [5.89570, 1.13720, -1.00570], [7.32190, 1.09880, -0.44920], [7.94820, -0.12140, -0.76710], [7.25560, -1.21040, -0.20020], [5.81190, -1.28510, -0.71230], [5.38590, 2.05680, -0.71540], [5.92720, 1.06060, -2.10070], [7.29210, 1.23450, 0.64360], [7.92870, 1.88750, -0.89490], [7.25460, -1.11860, 0.89730], [7.80570, -2.10690, -0.48710], [5.25910, -2.06990, -0.19550], [5.80980, -1.48930, -1.79130]],
  "nbo_charge": [1.795, -0.271, 0.047, -0.557, 0.205, -0.093, -0.118, -0.270, -0.166, -0.296, 0.184, -0.738, 0.187, -0.293, -0.171, -0.259, -0.088, -0.128, -0.270, 0.043, -0.556, 0.210, 0.222, 0.198, 0.213, 0.207, 0.208, 0.203, 0.202, 0.208, 0.205, 0.214, 0.220, 0.201, 0.065, -0.061, -0.251, -0.186, -0.227, -0.173, -0.126, 0.732, -0.797, -0.805, 0.228, 0.216, 0.216, 0.238, -0.508, 0.535, -0.472, -0.233, -0.077, -0.514, -0.077, -0.233, 0.227, 0.204, 0.171, 0.204, 0.171, 0.205, 0.229, 0.205]
}

---

Entry 3:
{
  "formula": "C3H9NO2S2",
  "method": "ωB97M-V/def2-TZVPD",
  "max_force_ev_per_a": 3.26,
  "relative_energy_ev": 7.039,
  "e_lumo_ev": -4.167,
  "orbital_gap_ev": 4.04,
  "species": ["N", "C", "C", "O", "C", "S", "S", "H", "H", "H", "H", "H", "H", "H", "H", "H", "O"],
  "xyz": [[0.24252, 1.51989, 1.10476], [-0.29329, 0.20468, 1.39352], [-1.56027, -0.11789, 0.68578], [-1.93884, 0.70962, -0.24739], [-0.17456, -0.82053, 0.25064], [2.72092, -0.52360, 0.90017], [3.23531, -0.30075, -1.06803], [1.22098, 1.39305, 0.85062], [-0.31016, 1.88251, 0.32899], [-0.08277, -0.25022, 2.35587], [-2.29632, -0.69353, 1.24936], [0.06486, -1.82381, 0.58112], [0.19402, -0.55970, -0.73419], [4.55870, -0.16450, -0.88500], [-1.90572, 0.22068, -1.37072], [-2.08114, -0.26161, -3.10215], [-1.59426, -0.41428, -2.29336]],
  "nbo_charge": [-0.725, -0.114, 0.180, -0.616, -0.289, -0.167, -0.021, 0.378, 0.396, 0.239, 0.205, 0.233, 0.273, 0.139, 0.481, 0.461, -1.051]
}

---

Entry 4:
{
  "formula": "C20H54N8O22",
  "method": "ωB97M-V/def2-TZVPD",
  "max_force_ev_per_a": 3.06,
  "relative_energy_ev": 0.000,
  "e_lumo_ev": -0.154,
  "smiles": "C[N+](=O)[O-].C[N+](=O)[O-].C[N+](=O)[O-].C[N+](=O)[O-].C[N+](=O)[O-].C[N+](=O)[O-].C[N+](=O)[O-].C[N+](=O)[O-].COCCOC.COCCOC.COCCOC",
  "orbital_gap_ev": 9.28,
  "species": ["C", "O", "C", "C", "O", "C", "H", "H", "H", "H", "H", "H", "H", "H", "H", "H", "C", "O", "C", "C", "O", "C", "H", "H", "H", "H", "H", "H", "H", "H", "H", "H", "C", "O", "C", "C", "O", "C", "H", "H", "H", "H", "H", "H", "H", "H", "H", "H", "C", "N", "O", "O", "H", "H", "H", "C", "N", "O", "O", "H", "H", "H", "C", "N", "O", "O", "H", "H", "H", "C", "N", "O", "O", "H", "H", "H", "C", "N", "O", "O", "H", "H", "H", "C", "N", "O", "O", "H", "H", "H", "C", "N", "O", "O", "H", "H", "H", "C", "N", "O", "O", "H", "H", "H"],
  "xyz": [[-3.61996, -4.37230, 1.99924], [-3.11394, -3.54590, 0.94734], [-3.72882, -3.77180, -0.30920], [-3.16271, -2.97273, -1.44802], [-1.81982, -3.24782, -1.85155], [-1.57997, -4.58607, -2.23618], [-2.98089, -4.17635, 2.85366], [-3.74997, -5.45624, 1.81431], [-4.66056, -4.03404, 2.23155], [-4.80373, -3.57782, -0.30748], [-3.67558, -4.87241, -0.56993], [-3.21606, -1.93731, -1.19111], [-3.82990, -3.03440, -2.32503], [-2.23883, -4.87814, -3.03097], [-1.53057, -5.33949, -1.46224], [-0.56658, -4.59803, -2.67420], [4.55952, -0.77109, -2.42687], [3.72170, -1.01342, -1.31935], [4.32865, -0.63768, -0.09577], [4.97947, -1.91830, 0.54983], [3.94636, -2.76660, 0.80269], [4.31766, -3.87513, 1.66701], [3.88424, -0.91981, -3.26973], [5.47003, -1.42362, -2.38692], [4.86592, 0.27775, -2.37090], [3.51965, -0.25088, 0.52467], [5.06955, 0.11536, -0.38474], [5.45947, -1.60090, 1.49756], [5.76966, -2.38143, -0.09370], [5.13715, -4.35163, 1.12608], [3.42779, -4.52007, 1.81657], [4.76906, -3.47977, 2.59794], [4.08994, 7.52362, 2.83613], [3.89186, 6.33588, 2.10163], [2.97726, 6.57566, 1.00852], [2.81180, 5.32271, 0.15887], [2.40164, 4.14767, 0.80364], [3.24498, 3.06138, 0.39633], [3.17256, 7.85964, 3.39983], [4.46448, 8.31243, 2.16147], [4.86009, 7.30972, 3.63859], [3.48642, 7.37827, 0.43904], [1.96389, 6.82213, 1.36002], [3.82698, 5.20188, -0.24668], [2.13145, 5.53495, -0.70462], [4.18576, 3.04475, 1.01656], [3.54600, 3.12658, -0.65637], [2.73941, 2.13815, 0.52003], [-1.25685, 3.09781, -3.13894], [-1.54172, 3.04390, -4.67256], [-0.58594, 2.93289, -5.40006], [-2.67401, 3.07702, -5.09146], [-1.24387, 4.15508, -2.89590], [-0.26838, 2.62876, -2.98956], [-2.08809, 2.66512, -2.55221], [-4.38339, -0.78634, 1.77887], [-5.66559, -0.53397, 1.06228], [-5.99400, 0.58813, 0.71138], [-6.35975, -1.48280, 0.84958], [-4.57136, -1.73579, 2.29039], [-4.30039, -0.00547, 2.53019], [-3.57652, -0.70293, 1.07268], [2.76268, -0.49241, 3.36435], [2.44978, -1.27453, 4.64805], [3.37580, -1.67923, 5.32163], [1.30213, -1.36959, 4.89645], [3.11437, -1.28635, 2.70451], [3.57614, 0.24269, 3.60075], [1.85362, -0.02716, 3.03811], [-2.13422, -1.51154, -5.36802], [-1.71010, -0.56512, -4.27061], [-0.63395, -0.72848, -3.70316], [-2.51081, 0.27810, -3.94912], [-1.76536, -2.44837, -5.05270], [-1.59308, -1.06426, -6.20065], [-3.21070, -1.45384, -5.49482], [-5.51387, 2.04940, -2.52559], [-4.69854, 0.80595, -2.19938], [-3.64140, 0.94021, -1.57874], [-5.16629, -0.24810, -2.60040], [-6.40385, 1.93984, -1.91526], [-5.79050, 1.98102, -3.56713], [-4.88278, 2.82098, -2.11743], [0.50818, -3.00306, 2.04196], [0.80754, -4.10876, 3.00208], [-0.00346, -5.00358, 3.16683], [1.86368, -4.06203, 3.54662], [-0.48863, -3.16494, 1.61706], [1.26091, -3.10707, 1.24932], [0.66148, -2.06431, 2.59121], [-0.30844, 2.64224, 2.42596], [-1.36397, 1.61118, 2.47337], [-0.97286, 0.51537, 2.08198], [-2.48217, 1.86976, 2.84004], [-0.25086, 3.26205, 3.32150], [-0.53565, 3.36410, 1.62849], [0.64503, 2.15152, 2.16726], [-0.95077, -0.39010, -0.65304], [0.44052, 0.29363, -0.37818], [0.50388, 1.49002, -0.55832], [1.32997, -0.43559, 0.01948], [-0.87200, -1.47532, -0.56779], [-1.26626, -0.05783, -1.64438], [-1.53785, 0.04478, 0.13544]],
  "mulliken_charge": [-0.958, -0.011, -0.827, 0.233, -0.038, -1.037, 0.304, 0.298, 0.335, 0.380, 0.498, -0.504, 0.453, 0.420, 0.294, 0.216, -0.757, -0.201, 0.369, -0.720, -0.106, -0.870, 0.207, 0.235, 0.329, -0.640, 0.643, 0.322, 0.323, 0.370, 0.136, 0.354, -0.683, -0.271, -0.512, -0.560, -0.249, -0.246, 0.272, 0.292, 0.217, 0.401, 0.320, 0.384, 0.248, 0.328, 0.471, -0.438, -0.622, 1.037, -0.594, -0.573, 0.431, 0.275, 0.022, -0.285, 1.038, -0.624, -0.585, 0.103, 0.337, 0.018, -0.219, 1.129, -0.625, -0.563, 0.058, 0.316, -0.039, -0.964, 0.901, -0.513, -0.411, 0.286, 0.364, 0.295, -0.958, 0.843, -0.310, -0.529, 0.336, 0.310, 0.334, 0.413, 1.117, -0.643, -0.614, -0.205, 0.170, -0.267, -0.736, 0.984, -0.434, -0.572, 0.384, 0.307, 0.035, 0.514, 1.328, -0.641, -0.473, -0.126, -0.613, 0.030]
}